Entry 1:
Computed, not measured: a cluster of 2 separate species, CH2Cl2N2 in total at a distorted geometry, with ωB97M-V/def2-TZVPD.

Properties
LUMO (alpha / beta): -0.0134 / -0.0231 hartree
Gap between HOMO and LUMO (alpha / beta): 7.65 / 7.74 eV
Energy relative to the best compared isomer or geometry (same formula, charge and spin): 502.3 kJ/mol
Total energy: -29088.4500 eV
E_HOMO (alpha / beta): -0.2945 / -0.3075 Ha

```
7
Properties=species:S:1:pos:R:3:lowdin_charge:R:1
N -2.9750 -1.1921 0.1186 -0.5733
N -0.2514 0.1214 0.0979 -0.0265
C -1.3384 0.5942 0.6155 -0.7509
Cl -4.3466 -0.5724 -0.0803 0.5747
Cl -1.9552 2.0049 -0.0310 0.5860
H 0.3392 0.6088 -0.6268 0.1188
H 0.3373 -0.4852 0.5886 0.0713
```


Entry 2:
Computed, not measured: a cluster of 2 separate species, C8H12Cl2OSi in total at a distorted geometry, with ωB97M-V/def2-TZVPD.

Properties
LUMO: 0.0233 hartree
Gap between HOMO and LUMO: 9.44 eV
SMILES: O=C=C1C[C@@H]1/C=C/Cl.C[SiH](C)Cl
Energy relative to the best compared isomer or geometry (same formula, charge and spin): 40.2 kJ/mol
Total energy: -43458.8553 eV
E_HOMO: -0.3238 Ha

```
24
Properties=species:S:1:pos:R:3:lowdin_charge:R:1
H 1.2269 -1.4590 -2.7674 0.1189
C -1.0457 -1.3727 -1.3496 -0.0524
C 0.1610 -1.1494 -0.4054 -0.1610
H -2.0750 -1.1749 -1.0247 0.0896
C 1.1681 -1.7412 0.1197 -0.2077
H -0.9582 -2.3640 -1.7809 0.1130
C 0.7998 -0.4675 -2.7688 -0.1565
C 1.1868 0.4447 -3.6817 -0.5371
H 1.3527 0.9016 2.9123 0.0315
C -0.8645 1.8962 1.1096 -0.2161
H -2.0152 1.1789 3.4251 -0.0482
Cl -2.1197 -1.1614 1.9498 0.2806
O 1.9960 -2.2113 0.7711 0.1699
H 0.9354 -0.8577 2.8540 0.0103
H 0.7400 0.0911 4.2005 0.0278
H -0.5020 1.5916 0.0926 0.0039
C 0.6118 0.1394 3.1158 -0.2398
Si -1.0931 0.5589 2.5050 0.2232
H 0.8985 1.4459 -3.7202 0.0390
H -1.8436 2.3452 0.9309 0.0162
Cl 2.2823 0.1175 -4.9943 0.5843
H -0.3967 0.7704 -1.3804 0.0973
H -0.3212 2.6974 1.5710 0.0115
C -0.1242 -0.2196 -1.6842 -0.1981
```


Entry 3:
Computed, not measured: a cluster of 2 separate species, C4H10N2O2 in total at a distorted geometry, with ωB97M-V/def2-TZVPD.

Properties
LUMO: 0.0148 hartree
Gap between HOMO and LUMO: 10.31 eV
SMILES: [H]/N=C(\C)C(N)=O.CO
Energy relative to the best compared isomer or geometry (same formula, charge and spin): 215.3 kJ/mol
Total energy: -11384.6714 eV
E_HOMO: -0.3641 Ha

```
18
Properties=species:S:1:pos:R:3:lowdin_charge:R:1
H 2.7994 1.1857 -0.9831 0.0871
H 2.4790 -0.5636 -0.8252 0.0903
H 1.5271 0.4289 -1.9465 0.0758
H -2.0998 1.9357 0.4705 0.1158
O -1.5007 -2.3354 -0.8291 -0.1200
N -1.1787 1.5928 0.7002 0.1615
H -2.2433 -1.1967 0.7253 0.0766
H -1.2927 -2.6228 1.1911 0.0846
H -0.7060 1.7454 1.5866 0.0909
C 1.0572 0.6806 0.1420 -0.3174
H 2.4175 0.7770 1.4841 0.0662
C 2.0205 0.4182 -0.9728 -0.0371
C -1.3759 -1.8091 0.4675 -0.1723
C -0.5125 0.8449 -0.2378 -0.5121
O -0.8713 0.7335 -1.4024 0.0320
H -0.4222 -1.1267 0.5020 0.0800
H -1.4999 -1.5736 -1.4412 0.0707
N 1.4022 0.8854 1.3688 0.1273
```


Entry 4:
Computed, not measured: an isolated molecule of C4H2Cl2O2 at a distorted geometry, with ωB97M-V/def2-TZVPD.

Properties
LUMO: -0.0736 hartree
Gap between HOMO and LUMO: 8.10 eV
SMILES: O=C/C(Cl)=C(\Cl)C=O
Energy relative to the best compared isomer or geometry (same formula, charge and spin): 221.5 kJ/mol
Total energy: -33317.3391 eV
E_HOMO: -0.3714 Ha

```
10
Properties=species:S:1:pos:R:3:lowdin_charge:R:1
O 1.6306 -0.0111 -2.3634 -0.0184
C -0.6904 -0.3372 -0.0623 -0.5989
C 0.5161 0.4131 -0.0894 -0.6544
C -1.3783 -0.6229 1.3491 -0.2471
Cl -1.2816 -1.2760 -1.3368 0.8016
Cl 0.7069 1.6564 1.0790 0.7342
H -0.8373 -0.2902 2.1830 0.0780
H 2.2678 1.2755 -1.0191 0.1205
C 1.3726 0.5747 -1.2395 -0.2731
O -2.3065 -1.3825 1.4995 0.0577
```


Entry 5:
Computed, not measured: a structure of composition C8H8F3N2O2Se4Zn at a distorted geometry, with ωB97M-V/def2-TZVPD.

Properties
LUMO: 0.0641 hartree
Gap between HOMO and LUMO: 5.18 eV
Net charge: -1
Energy relative to the best compared isomer or geometry (same formula, charge and spin): 169.2 kJ/mol
Total energy: -333461.4550 eV
E_HOMO: -0.1261 Ha

```
28
Properties=species:S:1:pos:R:3:lowdin_charge:R:1
F 1.9748 -4.1336 -2.3860 0.1363
C 0.3511 1.0990 3.1719 -0.6175
H 0.6527 -0.9327 -3.7048 0.1465
C -0.2857 -0.2713 -1.7350 -0.0933
Se -3.6100 0.0755 1.7480 -0.0983
C -0.0042 2.5997 2.9642 -0.1752
C 0.2582 -1.4521 0.1806 -0.0800
Zn -1.2881 0.9163 0.7677 0.2197
C 0.5348 -1.0041 -2.5679 0.0357
C 2.2990 -2.8497 -2.6109 -0.5227
N -0.0048 2.8794 1.5345 -0.0696
H 1.6352 -3.1457 -0.0370 0.1494
O -0.2527 0.2501 2.3151 -0.2344
F 3.6594 -2.7124 -2.2664 0.0831
C 1.1105 -2.2779 -0.5284 0.0160
Se -2.1873 2.6791 -0.7830 -0.0449
Se -4.4286 -0.3078 -0.3645 -0.2536
H -0.4924 3.6994 1.3019 0.0171
H 0.2361 -1.4519 1.2406 0.0958
O 1.1175 0.7489 4.0208 0.0457
N -0.5751 -0.5740 -0.4056 0.0132
H -0.8857 0.5789 -2.0384 0.0284
F 2.3195 -2.6150 -3.9477 0.1127
H 0.8311 2.6579 0.9813 0.1006
Se -4.0901 1.5457 -1.7471 -0.1718
H 0.8839 3.1808 3.4238 0.1271
H -1.0540 2.8343 3.3484 0.1448
C 1.2950 -2.0170 -1.8762 -0.1107
```


Entry 6:
Computed, not measured: a structure of composition C30H55N2O9SeSiTi, with ωB97M-V/def2-TZVPD.

Properties
LUMO: -0.3716 hartree
Gap between HOMO and LUMO: 4.29 eV
Net charge: +3
Energy relative to the best compared isomer or geometry (same formula, charge and spin): 90.8 kJ/mol
Total energy: -149732.8619 eV
E_HOMO: -0.5292 Ha

```
99
Properties=species:S:1:pos:R:3:lowdin_charge:R:1
C 3.8564 3.8092 -3.0881 -0.0076
H -3.3394 -4.6086 9.8044 0.1198
H 3.5061 -0.2809 3.0323 0.1613
C -0.7024 4.5964 0.5323 -0.0225
H -2.7982 1.7607 -2.5944 0.0791
H -0.1312 0.3188 -5.6432 0.0949
H -2.7550 -6.6559 6.0771 0.1203
H -1.2018 -0.8095 -4.7804 0.0787
C -1.7099 0.0806 0.6196 -0.0867
Se -0.8470 -1.8961 3.4024 0.7400
H -2.7907 5.4455 -1.0195 0.1084
H 4.0628 -0.5388 1.3689 0.1538
H 1.7491 -3.9853 -0.2146 0.1486
C -2.4245 4.4510 -1.2738 -0.0125
H -2.6148 4.2902 -2.3347 0.0809
Ti 1.0970 -0.4596 -0.1134 1.2617
H -0.4361 6.3195 -1.5959 0.1112
H -1.8658 0.3024 -5.9683 0.1101
H -1.3993 3.4031 -3.9158 0.0659
C -2.5851 -3.3714 8.2438 0.0104
H 3.7554 -1.9957 -1.4474 0.1537
Si 0.4440 2.1320 -2.1502 0.1423
C -3.0884 -5.7386 7.9966 -0.0466
H -1.3095 -4.6366 2.9059 0.0397
C 3.2161 -0.6402 2.0469 -0.0606
O -0.5652 -1.3958 -0.8028 -0.2380
H 0.3522 4.4550 0.7793 0.0939
H -0.3793 -3.3792 -1.3988 0.1513
N -1.8049 -4.2085 4.8666 -0.0650
O -0.2810 1.0469 -3.1079 -0.1135
C 0.7112 -1.9679 -2.6755 -0.0660
H -1.3947 -2.3690 -2.4549 0.1547
H -1.7932 0.9504 -0.0365 0.1405
H 1.8422 2.0106 -5.2558 0.0768
O 1.7682 -1.6057 -1.7312 -0.2350
H -2.7000 0.0214 -2.9656 0.0746
H -0.2414 5.1096 -2.8574 0.0884
C -1.1142 0.2019 -5.1859 -0.0079
H -2.5402 -2.4707 8.8402 0.1232
O -0.3518 0.0535 1.1579 -0.3361
H -3.4443 -6.6520 8.4520 0.1193
H -1.1023 -5.9908 4.0428 0.1073
C -2.6649 1.0281 -3.3925 0.0004
H -1.5669 -1.4338 6.2898 0.1566
H 1.0625 -2.7519 -3.3427 0.1608
C 2.8812 2.7212 -3.4934 -0.5917
H 4.7906 3.6995 -3.6384 0.1045
H 3.7033 1.2753 -2.1090 0.0866
C -2.7053 -5.7523 6.6685 0.0104
H 0.9450 5.2183 -1.5475 0.0916
C 2.5409 -3.2391 -0.1608 -0.0700
C -1.3433 1.2471 -4.1101 -0.5887
H -0.9702 5.6204 0.7903 0.1081
H -2.6470 -1.1795 -0.8455 0.1488
C 2.8316 -2.5722 -1.4848 -0.0621
C 2.6500 -2.0316 2.0436 -0.0861
H 3.4197 -2.7853 2.1973 0.1552
H 2.8853 -3.2725 -2.3154 0.1566
H 1.8291 -2.1703 2.7522 0.0650
C -2.2601 -4.5461 6.1454 -0.1520
O 1.0870 0.9775 -0.9794 -0.1868
O -0.5558 2.9428 -1.1946 -0.0961
H 3.4361 -3.6959 0.2569 0.1542
H -2.7317 -5.5098 3.5226 0.1097
H 4.3091 1.1351 -3.7639 0.1085
C 0.0301 1.2367 1.9346 -0.0928
H 1.1965 0.1389 3.3553 0.0949
O 2.0782 -2.1635 0.7005 -0.2423
H -2.9983 3.7229 -0.6976 0.0912
H 3.4427 4.7920 -3.3105 0.1003
H -2.4102 0.1327 1.4528 0.1489
C -1.7333 -5.1479 3.7649 -0.0118
H -2.0398 2.7948 -5.4331 0.1164
C -3.0287 -4.5697 8.7698 -0.0475
C -1.2553 2.6481 -4.6910 0.0011
C -0.9467 4.3509 -0.9469 -0.5866
H 2.0234 3.7771 -5.1655 0.1027
H 1.8821 1.7492 2.9261 0.1653
H -0.7152 1.3901 2.7152 0.1580
C -2.2029 -3.3898 6.9100 -0.1674
H 0.0739 2.0862 1.2530 0.1143
C 2.5094 2.8234 -4.9613 -0.0088
C 1.3500 0.8719 2.5618 -0.0767
C -1.4842 -2.9070 4.8370 -0.6956
H 0.4951 -1.0548 -3.2264 0.1125
H -0.2964 2.8146 -5.1793 0.0829
H 4.0734 3.7555 -2.0206 0.0937
N -1.7157 -2.4015 6.0596 0.1234
C 3.4223 1.3372 -3.1636 -0.0232
H -3.5002 1.1225 -4.0859 0.1109
C -1.8439 -1.2294 -0.1113 -0.0704
C -0.4825 -2.3955 -1.8587 -0.0558
H 3.4063 2.7616 -5.5772 0.1073
H -1.3204 3.9336 1.1423 0.0836
O 2.1596 0.2304 1.5106 -0.2302
O 1.6729 2.9632 -2.6992 -0.0711
H -1.9812 -2.0661 0.5735 0.1161
C -0.1138 5.2969 -1.7909 -0.0143
H 2.6777 0.5684 -3.3937 0.0749
```


Entry 7:
Computed, not measured: a structure of composition C4H11O3 at a distorted geometry, with ωB97M-V/def2-TZVPD.

Properties
LUMO: 0.0754 hartree
Gap between HOMO and LUMO: 6.10 eV
Net charge: -1
Energy relative to the best compared isomer or geometry (same formula, charge and spin): 575.4 kJ/mol
Total energy: -10463.7159 eV
E_HOMO: -0.1487 Ha

```
18
Properties=species:S:1:pos:R:3:lowdin_charge:R:1
H 2.6412 1.3240 -3.1529 0.0003
H 1.2366 -0.1322 -0.4573 0.1355
H -1.7928 -3.1867 1.3139 0.1069
O -2.0800 -1.9904 3.0358 -0.2941
C -1.9204 -2.1677 1.6902 -0.5249
O 2.4112 2.4660 -0.9167 -0.4687
C -0.8759 -1.3233 1.0989 -0.0451
H 0.2903 1.4560 -0.6529 0.0580
H -0.0328 -1.4514 1.7167 0.1268
C -0.9176 -0.2997 0.0477 -0.0633
O 1.6721 1.3489 -2.9452 -0.2872
C 0.3480 0.5372 -0.0620 -0.0934
H -2.8084 -1.7891 1.1426 0.1034
H 2.1182 3.2984 -1.3338 -0.0803
H 0.7616 0.6504 1.0132 0.1154
H -1.5588 -0.2691 -0.7987 0.1323
H 1.7943 1.6941 -1.9157 -0.0841
H -1.2866 -0.1654 1.1761 0.1626
```


Entry 8:
Computed, not measured: a structure of composition C22H15BEuF4N3O3S at a distorted geometry, with ωB97M-V/def2-TZVPD.

Properties
LUMO (alpha / beta): 0.0771 / 0.0771 hartree
Gap between HOMO and LUMO (alpha / beta): 5.87 / 7.59 eV
Spin multiplicity: 8
Net charge: -1
Energy relative to the best compared isomer or geometry (same formula, charge and spin): 23.3 kJ/mol
Total energy: -75388.4897 eV
E_HOMO (alpha / beta): -0.1385 / -0.2020 Ha

```
50
Properties=species:S:1:pos:R:3:lowdin_charge:R:1
C -0.8740 -0.3013 1.1981 -0.2602
C 3.8836 -3.5785 3.1225 -0.0397
C -2.2633 -0.0151 0.8881 -0.2330
Eu 1.7594 -1.2207 -0.4491 1.5596
C 5.1957 -3.0334 2.9941 -0.0660
H -6.8020 3.7116 2.4956 0.0901
S -6.4630 1.1465 -0.0846 0.9698
C -3.7440 1.2229 -0.5263 -0.0798
H 1.7697 3.4540 -4.5794 0.1069
H -5.5386 -0.6669 1.6882 0.0971
O 4.9616 1.7882 -1.4919 0.0354
C -7.3527 3.1431 1.7271 -0.0574
C -3.3359 -0.6190 1.6003 -0.0288
C 0.2859 -0.5063 1.4437 -0.1937
C 2.7833 2.4595 -3.0382 0.0243
F 0.1312 -4.7565 -2.2635 0.1517
N 1.6187 0.6902 -1.9714 -0.0310
N 3.1641 -1.8747 1.5449 -0.0243
C 1.6249 2.7273 -3.7819 -0.0675
C -4.8369 0.7157 0.2488 -0.5863
C 4.6698 -0.1496 0.5265 -0.4421
O 5.6327 0.5800 0.8495 0.0310
F 1.6939 -2.9068 -2.3555 -0.0684
H -7.8080 2.2208 2.0143 0.0374
C -4.6251 -0.1932 1.3038 -0.1146
H 1.8427 -3.2657 2.3923 0.1177
C 4.4207 -1.3825 1.4124 -0.1850
C 0.4793 1.0386 -2.5480 -0.1094
H 6.3960 -1.3172 2.2370 0.1292
C 0.4287 2.1560 -3.4112 -0.0470
B 0.4836 -3.5369 -1.7358 -1.1873
C 2.8981 -2.8963 2.3531 -0.1383
H 3.6272 -4.4789 3.6756 0.0938
H -8.1665 3.7563 1.3824 0.0623
C -6.4396 2.8392 0.4783 -0.6721
F 0.9318 -3.7433 -0.3984 0.0222
C 5.4367 -1.8991 2.2080 -0.0226
F -0.5034 -2.5145 -1.7780 0.0649
C -2.4593 0.9517 -0.1488 -0.0409
H 6.0312 -3.5572 3.4616 0.0963
H -3.9913 1.8116 -1.4390 0.1168
H -3.1588 -1.3038 2.4211 0.1096
C 3.9333 1.0780 -1.2886 -0.4224
O -5.7498 3.7342 -0.0011 0.0057
C 2.7694 1.3586 -2.1347 -0.1859
H 3.7469 2.9031 -3.2037 0.1063
H -0.3566 0.4506 -2.1738 0.0997
N 3.8866 -0.0927 -0.5744 -0.0113
H -1.5263 1.3627 -0.4172 0.0829
H -0.4915 2.5099 -3.8727 0.1043
```


Entry 9:
Computed, not measured: the ion C2H5O3S3 with charge -1 at a distorted geometry, with ωB97M-V/def2-TZVPD.

Properties
LUMO: 0.1145 hartree
Gap between HOMO and LUMO: 8.33 eV
SMILES: CC(S)(S)S(=O)(=O)[O-]
Net charge: -1
Energy relative to the best compared isomer or geometry (same formula, charge and spin): 38.2 kJ/mol
Total energy: -40804.1862 eV
E_HOMO: -0.1917 Ha

```
13
Properties=species:S:1:pos:R:3:lowdin_charge:R:1
O -1.1575 -0.6534 -1.5462 -0.4364
H 1.3355 1.5081 -0.3584 0.0829
H -0.3569 -2.2302 -0.6994 -0.2457
H -0.2903 1.5885 1.8383 -0.1135
C 0.3066 -0.1117 0.5042 -0.9932
S -1.3055 0.0741 -0.2696 0.2585
S 0.4246 -2.2854 0.3083 0.5861
H 2.3032 0.1835 -0.2096 0.0665
O -1.4506 1.4989 -0.4718 -0.3642
S 0.2446 0.4134 2.2671 0.6825
C 1.2720 0.4194 -0.4378 -0.2435
H 1.0372 0.0746 -1.4606 0.0875
O -2.3628 -0.4799 0.5356 -0.3676
```


Entry 10:
Computed, not measured: a cluster of 2 separate species, C6H12O2 in total at a distorted geometry, with ωB97M-V/def2-TZVPD.

Properties
LUMO: 0.0199 hartree
Gap between HOMO and LUMO: 10.40 eV
SMILES: CCC=O.CCC=O
Energy relative to the best compared isomer or geometry (same formula, charge and spin): 201.8 kJ/mol
Total energy: -10510.2151 eV
E_HOMO: -0.3624 Ha

```
20
Properties=species:S:1:pos:R:3:lowdin_charge:R:1
H 1.8467 1.0344 1.9247 0.1169
C -0.3755 0.9736 1.7283 -0.0898
C -1.6068 -0.0518 -1.6177 -0.2415
H -0.5464 1.9969 2.1028 0.0802
H -1.4484 -1.1619 -3.5196 0.1166
H 1.1783 -0.5645 -1.8367 0.0735
H -1.5300 1.0451 -1.4215 0.1132
H -0.6505 0.4376 -3.4886 0.0972
C 0.9881 0.3928 2.2015 -0.2205
H 1.0551 -0.5359 1.6029 0.1061
H -1.1609 0.3144 2.1348 0.0826
C -0.8254 -0.4856 -2.9032 -0.2165
H 0.8994 -0.8531 4.0727 0.1241
H 1.1444 -0.8084 -3.6111 0.0728
H 0.5416 -2.0938 -2.5186 0.0763
C 1.1153 0.1700 3.6797 -0.2877
H -0.4585 0.9830 0.6285 0.0413
O -2.2530 -0.8349 -0.9113 0.0175
C 0.6035 -1.0030 -2.6697 -0.1106
O 1.4829 1.0450 4.4219 0.0482
```


Entry 11:
Computed, not measured: an isolated molecule of C5H10OS2, with ωB97M-V/def2-TZVPD.

Properties
LUMO: 0.0274 hartree
Gap between HOMO and LUMO: 9.37 eV
SMILES: C=C(C)SCCSO
Energy relative to the best compared isomer or geometry (same formula, charge and spin): 84.5 kJ/mol
Total energy: -29064.0417 eV
E_HOMO: -0.3168 Ha

```
18
Properties=species:S:1:pos:R:3:lowdin_charge:R:1
H -1.4433 -2.1213 0.9330 0.0695
H -3.0800 -0.6042 -1.3356 0.0825
H 0.6943 2.5114 1.1260 0.0700
H -1.8750 -1.8852 -1.5076 0.0815
C 0.6877 1.5047 0.7107 -0.5209
H -1.6115 -0.3003 -2.2588 0.0645
C -1.3491 -0.3286 -0.1389 -0.6795
S 2.1739 -0.3639 -0.7958 0.8489
H 1.8803 1.9433 -1.0422 0.0692
O 2.1057 -1.2479 0.6009 -0.4753
H 2.8089 1.5876 0.4348 0.0734
C -1.1529 -1.0838 0.9332 -0.0522
H 1.2074 -1.5915 0.7236 0.0020
S -0.8764 1.3893 -0.2332 0.9097
H 0.6677 0.7875 1.5284 0.0541
C 1.9277 1.3218 -0.1493 -0.5292
H -0.7527 -0.7057 1.8585 0.0580
C -2.0125 -0.8130 -1.3878 -0.1263
```


Entry 12:
Computed, not measured: the ion C3H8NO2 with charge +1 at a distorted geometry, with ωB97M-V/def2-TZVPD.

Properties
LUMO: -0.1485 hartree
Gap between HOMO and LUMO: 10.35 eV
SMILES: [NH3+][C@H](C=O)CO
Net charge: +1
Energy relative to the best compared isomer or geometry (same formula, charge and spin): 306.8 kJ/mol
Total energy: -8816.7729 eV
E_HOMO: -0.5291 Ha

```
14
Properties=species:S:1:pos:R:3:lowdin_charge:R:1
H -0.7145 1.9024 0.2929 0.1807
H -0.5007 -2.3064 -0.6192 0.1558
N -0.5101 1.1677 0.9930 0.2169
C 0.0561 -0.0816 0.3947 -0.2353
H -1.4217 1.0462 1.4373 0.1790
H -0.0660 -0.9150 1.1648 0.1876
O 2.1535 0.8248 0.3255 0.0973
O -0.0864 -1.6652 -1.2871 -0.0758
H -1.6345 -0.4510 -0.9764 0.0885
C 1.5563 -0.1285 -0.0812 -0.1542
H 0.2349 1.6998 1.5971 0.2255
H -0.3595 0.4238 -1.8222 0.2019
C -0.6145 -0.3967 -0.9601 -0.2323
H 1.9070 -1.1203 -0.4591 0.1645
```